Formula: C4H11N2OS
Source: OMol25
Level of theory: ωB97M-V/def2-TZVPD

```
19
C4H11N2OS | OMol25 | ωB97M-V/def2-TZVPD
N 0.688 -1.061 0.133
C 1.181 0.294 0.195
C 0.502 1.110 -0.868
C -0.918 1.474 -0.395
S -1.686 0.051 0.361
C 2.759 0.219 -0.079
N 3.254 -0.749 0.715
O 3.215 1.012 -0.838
H -0.369 -1.141 0.188
H 1.212 -1.654 0.780
H 3.038 -1.112 -0.337
H 1.013 0.751 1.177
H 1.113 1.974 -1.112
H 0.422 0.464 -1.745
H -1.612 1.765 -1.196
H -0.945 2.262 0.358
H -8.391 -2.570 1.257
H -8.749 -2.426 0.620
H 4.273 -0.663 0.787
```

Net charge: +1
F_max, eV/Å: 5.726
Energy relative to the best compared isomer or geometry (same formula, charge and spin), eV: 7.6214
Orbital gap, eV: 5.74
LUMO, eV: -8.7

Mulliken atomic charge list, values in e, 6 entries:
1. N -0.46
2. C 0.52
3. C -0.72
4. C -0.55
5. S 0.08
6. C 0.00

***

Formula: C8H8NOS
Source: OMol25
Level of theory: ωB97M-V/def2-TZVPD

```
19
C8H8NOS | OMol25 | ωB97M-V/def2-TZVPD
C -1.382 1.316 -1.189
C -0.504 2.380 -0.999
C -1.036 0.036 -0.822
C 0.760 2.156 -0.455
C 2.512 0.638 2.202
C 0.244 -0.227 -0.259
C 1.123 0.886 -0.083
C -1.119 -2.772 0.481
N 0.802 -1.398 0.032
O 0.267 -2.532 0.266
S 2.757 0.552 0.624
H -2.347 1.494 -1.637
H -0.797 3.380 -1.278
H -1.706 -0.773 -1.062
H 1.440 2.981 -0.306
H 3.360 0.478 2.852
H -1.146 -3.660 1.113
H -1.622 -3.002 -0.462
H -1.607 -1.932 0.980
```

Net charge: +1
F_max, eV/Å: 1.412
Energy relative to the best compared isomer or geometry (same formula, charge and spin), eV: 6.5377
Orbital gap (spin up / spin down), eV: 5.21 / 5.21
LUMO (spin up / spin down), eV: -6.8 / -6.8

Mulliken atomic charge list, values in e, 6 entries:
1. C -0.85
2. C -0.31
3. C -0.02
4. C -0.57
5. C -0.40
6. C 0.48

***

Formula: C4H4ClF
Source: OMol25
Level of theory: ωB97M-V/def2-TZVPD

```
10
C4H4ClF | OMol25 | ωB97M-V/def2-TZVPD
F -1.265 3.249 0.198
C -0.877 1.975 0.556
C -0.809 1.037 -0.415
C 0.074 -0.055 -0.045
C 0.494 -1.118 -0.756
Cl 1.133 -2.474 0.166
H -0.529 1.812 1.526
H -1.227 1.296 -1.345
H 0.309 -0.002 1.005
H 0.282 -1.323 -1.835
```

F_max, eV/Å: 3.703
SMILES: F/C=C/C=C/Cl
Energy relative to the best compared isomer or geometry (same formula, charge and spin), eV: 0.5776
Orbital gap, eV: 9.26
LUMO, eV: 0.5

Mulliken atomic charge list, values in e, 6 entries:
1. F -0.24
2. C -0.23
3. C -0.13
4. C -0.18
5. C -0.27
6. Cl -0.20

***

- The lowest energy relative to the best compared isomer or geometry (same formula, charge and spin) belongs to which entry?
  C4H4ClF

***

- What is the F_max in the first record?
  5.726 eV/Å